Computed, not measured: C2H5N3S2 in the gas phase, with the ωB97M-V functional and the def2-TZVPD basis.

As for the relative energy (zero: lowest compared OMol25 entry of this formula, charge and spin): 444.48 kJ/mol. As for the largest force on an atom: 0.0951 Eh/bohr. As for the orbital gap: 9.24 eV. Its charge is 0. The molecular weight comes out at 135.2 g/mol. The calculation puts the LUMO energy at 0.492 eV.

Structure (XYZ):
```
12
C2H5N3S2, DFT the ωB97M-V functional and the def2-TZVPD basis
H -2.51871 -1.45230 1.15458
N -2.88147 -0.61234 0.33658
C -1.79885 -0.11508 -0.10973
N -1.58168 1.23605 -0.36671
S -0.34456 -1.20069 -0.36171
C 1.10085 -0.29634 0.17906
N 2.14887 -0.50520 -0.55067
S 3.59262 -0.02645 0.13256
H -2.05174 1.87915 0.49767
H -1.38377 1.41695 -1.46000
H 1.18577 0.20010 1.34157
H 4.53269 -0.52385 -0.79322
```